[1]
{
  "formula": "C7H2F5I2PtS",
  "method": "the ωB97M-V functional and the def2-TZVPD basis",
  "elements": ["Pt", "I", "C", "I", "H", "H", "F", "C", "C", "F", "C", "F", "C", "S", "C", "F", "C", "F"],
  "positions_angstrom": [[-1.7020, 0.5142, -1.5935], [-3.1823, 1.4609, -3.7223], [-4.8169, 0.3367, -2.8676], [-4.0676, -0.6246, -1.0755], [-5.1329, -0.4274, -3.5716], [-5.6162, 1.0189, -2.5935], [3.3503, -1.2347, 3.4699], [2.7352, -0.7501, 2.4525], [1.3920, -1.0466, 2.2293], [0.7558, -1.8067, 3.0381], [0.7250, -0.5015, 1.0970], [-0.5230, -0.8057, 0.9318], [1.3510, 0.3447, 0.1561], [0.6235, 1.0489, -1.2415], [2.7142, 0.6291, 0.4069], [3.3625, 1.3828, -0.3865], [3.4053, 0.0871, 1.5467], [4.6261, 0.3739, 1.7238]],
  "forces_ev_per_a": [[-0.2, -0.2, 0.2], [0.0, -0.5, 0.7], [-0.1, 0.0, 0.0], [0.1, 0.5, -0.7], [0.1, 0.0, 0.0], [0.0, 0.1, 0.0], [0.2, -0.1, 0.2], [-0.3, 0.0, -0.2], [0.7, 0.1, 0.2], [-0.3, -0.1, 0.1], [0.0, 0.3, -0.5], [-0.2, -0.1, 0.1], [-0.4, 0.0, -0.3], [0.3, 0.0, 0.1], [-0.5, 0.0, -0.2], [0.4, 0.2, -0.1], [-0.3, -0.3, 0.3], [0.4, 0.2, 0.0]],
  "nbo_charge": [0.6740, 0.6470, -0.6674, 0.5537, 0.2821, 0.2821, -0.1784, 0.3266, 0.4419, -0.1791, 0.4943, -0.2301, -0.4013, 0.2752, 0.5287, -0.1627, 0.4550, -0.1417],
  "total_energy_ev": -51124.3984,
  "total_charge": 3,
  "multiplicity": 5,
  "s_squared": 6.0317,
  "lumo_ev": [-11.7, -14.6]
}

---

[2]
{
  "formula": "C7H31NO8",
  "method": "the ωB97M-V functional and the def2-TZVPD basis",
  "elements": ["C", "C", "C", "C", "C", "C", "C", "N", "H", "H", "H", "H", "H", "H", "H", "H", "H", "H", "H", "H", "H", "H", "H", "O", "H", "H", "O", "H", "H", "O", "H", "H", "O", "H", "H", "O", "H", "H", "O", "H", "H", "O", "H", "H", "O", "H", "H"],
  "positions_angstrom": [[3.2559, 0.5530, -1.3180], [2.7558, -0.8193, -0.9302], [2.3054, -0.9328, 0.5272], [1.1388, 0.0478, 0.9325], [0.1552, 0.4675, -0.1215], [-1.0380, 1.0119, 0.1473], [-2.0546, 1.1706, -0.9673], [-1.3354, 1.3859, 1.4865], [3.6538, 0.6783, -2.3369], [4.0718, 0.8483, -0.6362], [2.5992, 1.3751, -1.0417], [1.9071, -1.1144, -1.5611], [3.5544, -1.4848, -1.3014], [2.1484, -1.9835, 0.7795], [3.1232, -0.7470, 1.2439], [0.5148, -0.4549, 1.6697], [1.6612, 0.9287, 1.3409], [0.3058, -0.0241, -1.0713], [-1.5709, 1.1173, -1.9457], [-2.8029, 0.3958, -0.9955], [-2.5257, 2.1301, -0.7096], [-1.5503, 0.5467, 2.0116], [-2.0972, 2.0364, 1.6516], [1.1308, 3.5421, -0.9761], [2.0403, 3.4844, -1.2633], [1.1124, 3.2520, -0.0398], [-0.8518, -2.7857, 1.4532], [-0.2735, -2.8394, 0.6748], [-0.7332, -3.4899, 2.1122], [-2.9923, -2.5533, -2.2432], [-3.5497, -2.1976, -1.5377], [-2.7675, -1.7086, -2.6647], [0.7171, 3.4675, 1.6496], [0.5601, 2.5854, 2.0377], [-0.1647, 3.7358, 1.3868], [-2.9696, -1.4221, 0.5860], [-2.5533, -2.2387, 0.3375], [-2.4081, -1.1112, 1.2803], [0.5496, -0.3481, 4.1830], [-0.3123, -0.0992, 4.5228], [0.3709, -1.1549, 3.6655], [-0.3587, -2.7975, -1.1949], [0.1775, -2.1338, -1.6500], [-1.2634, -2.6587, -1.5573], [0.5070, 0.5517, -3.2969], [1.4610, 0.4219, -3.3598], [0.4250, 1.4354, -2.9082]],
  "forces_ev_per_a": [[0.8, 1.3, 1.0], [0.1, -0.2, -0.9], [0.5, 0.0, 0.4], [0.7, -0.2, -0.2], [-0.3, -1.1, 0.3], [0.7, -0.6, -1.3], [0.5, 0.8, 0.8], [-0.3, -0.1, 0.3], [-0.4, -0.2, 0.2], [0.3, -0.6, -0.3], [-0.8, -0.1, -0.6], [0.1, 0.2, 0.0], [-0.3, -0.3, 0.9], [-0.8, -0.1, -0.3], [0.1, 0.4, -0.5], [0.5, 0.2, 0.5], [-0.5, -0.3, 0.3], [-0.2, 0.6, -0.3], [0.0, 0.6, 0.2], [-0.4, -0.3, 0.6], [-0.3, -0.1, -1.0], [0.2, 0.1, 0.4], [-0.1, -0.2, -0.5], [-0.3, -0.2, -0.3], [0.3, 0.1, 0.0], [0.2, 0.3, -0.3], [-0.2, 0.1, 1.1], [0.0, -0.5, 0.0], [0.3, 0.2, -0.9], [0.0, 0.9, 0.1], [-0.2, -0.4, 0.3], [0.1, -0.3, -0.4], [0.2, -0.5, 0.5], [-0.1, 0.4, -0.1], [-0.2, 0.2, 0.0], [-1.4, 0.4, -0.7], [0.5, -0.7, 0.1], [0.5, 0.1, 0.5], [-0.1, -0.6, -0.3], [-0.1, 0.1, 0.2], [0.2, 0.4, 0.3], [-0.1, 0.3, -0.4], [-0.1, -0.2, 0.1], [0.4, -0.3, 0.2], [0.1, 0.2, -0.1], [-0.1, 0.0, 0.0], [0.0, -0.1, 0.0]],
  "nbo_charge": [-0.6372, -0.4030, -0.4022, -0.4460, -0.2426, 0.1737, -0.6504, -0.8750, 0.2079, 0.2119, 0.2118, 0.1744, 0.2155, 0.2058, 0.2078, 0.2193, 0.2092, 0.2075, 0.2230, 0.2268, 0.2022, 0.3606, 0.3734, -0.9823, 0.4603, 0.4950, -1.0166, 0.5215, 0.4837, -0.9367, 0.4874, 0.4767, -0.9436, 0.4985, 0.4739, -0.9593, 0.4861, 0.4720, -0.9329, 0.4657, 0.4711, -0.9820, 0.4762, 0.5010, -0.9520, 0.4732, 0.4886],
  "total_energy_ev": -25631.4454,
  "de_lowest_kcal_mol": 50.3,
  "total_charge": 0,
  "lumo_ev": 0.2,
  "smiles": "CCCC/C=C(/C)N.O.O.O.O.O.O.O.O"
}

---

[3]
{
  "formula": "C7H32BF4O11",
  "method": "the ωB97M-V functional and the def2-TZVPD basis",
  "elements": ["B", "F", "F", "F", "F", "O", "H", "H", "O", "H", "H", "O", "H", "H", "O", "H", "H", "O", "H", "H", "O", "H", "H", "C", "C", "O", "O", "H", "H", "H", "H", "H", "H", "C", "C", "O", "O", "H", "H", "H", "H", "H", "H", "C", "C", "C", "O", "H", "H", "H", "H", "H", "H", "H", "H"],
  "positions_angstrom": [[-0.6767, -0.0504, 0.5671], [-1.9004, 0.2493, -0.0071], [-0.4683, -1.3801, 0.5431], [0.2952, 0.5338, -0.2089], [-0.5863, 0.3642, 1.7675], [0.3673, 3.2988, -0.5824], [-0.1966, 3.4745, 0.1709], [0.3247, 2.3496, -0.6979], [-1.5666, 2.1935, 3.3752], [-2.3807, 2.6824, 3.2549], [-1.3720, 1.8346, 2.5094], [-1.6900, -1.9869, -2.4809], [-0.7441, -2.0714, -2.3608], [-2.0018, -1.5977, -1.6639], [1.2654, -2.0098, -1.4552], [0.7118, -1.9480, -0.6767], [1.8264, -1.2354, -1.4129], [1.3854, 2.0080, 2.2587], [0.6571, 1.6388, 1.7592], [1.1853, 1.7926, 3.1696], [-4.9673, 0.3931, -0.0907], [-4.0637, 0.4033, 0.2250], [-4.9003, 0.1030, -1.0004], [4.4657, -1.6552, -1.1596], [3.9393, -0.4590, -0.3703], [2.8269, 0.2248, -1.0404], [4.9583, -1.3325, -2.4425], [3.7979, -2.5145, -1.0991], [5.4100, -2.0284, -0.7633], [4.7288, 0.2500, -0.1209], [3.6569, -0.8159, 0.6201], [2.8902, 1.1180, -0.6943], [4.1829, -1.1560, -2.9804], [0.0934, -3.4733, 5.1430], [-0.1899, -2.3806, 4.0407], [-0.4339, -2.9547, 2.7747], [-1.0914, -4.1475, 5.5986], [0.5729, -3.1120, 6.0527], [0.9327, -4.0843, 4.8108], [0.7446, -1.8327, 4.1618], [-0.9415, -1.6656, 4.3754], [-0.6052, -2.2026, 2.2031], [-0.7365, -4.9701, 5.9435], [-2.6174, 2.9823, -2.9276], [-1.3133, 2.3089, -3.2739], [-1.3621, 1.4032, -4.5023], [-0.3374, 3.3282, -3.3546], [-3.5338, 2.4280, -3.1302], [-2.8352, 3.8487, -3.5521], [-2.6640, 3.1831, -1.8573], [-0.8843, 1.8249, -2.3965], [-2.0160, 1.8780, -5.2337], [-1.7874, 0.4234, -4.2851], [-0.4225, 1.2066, -5.0186], [0.0680, 3.3370, -2.4844]],
  "forces_ev_per_a": [[-0.6, -0.5, -4.5], [-1.4, 0.3, -0.3], [0.0, -3.0, -0.1], [1.2, 1.1, -1.1], [-0.1, 1.9, 5.7], [0.2, 0.5, -0.3], [-0.1, 0.1, 0.2], [0.1, -0.8, 0.3], [-0.1, 0.4, 0.4], [-0.2, 0.1, 0.1], [0.0, -0.3, -0.1], [-0.5, -0.1, -0.4], [0.6, 0.0, 0.1], [0.0, 0.2, 0.3], [0.0, -0.9, -0.7], [-0.2, 0.1, 0.3], [-0.1, 0.6, 0.0], [0.7, 0.5, 0.0], [0.2, -0.2, 0.0], [-0.2, 0.0, 0.2], [-0.5, 0.1, 0.1], [0.5, 0.0, 0.0], [0.1, -0.1, -0.2], [1.3, 0.1, 0.5], [-0.1, 0.0, 0.1], [1.9, -0.8, 0.5], [-0.9, 0.1, -0.7], [-0.4, 0.2, -0.5], [-0.2, 0.2, 1.2], [0.2, 0.2, -0.6], [-0.6, -0.2, 0.0], [-0.6, 0.2, -0.1], [0.0, 0.2, -0.4], [-0.6, 1.0, -0.3], [0.8, -1.2, 2.2], [0.2, 0.3, 1.1], [0.8, -0.3, -0.7], [-0.2, 1.3, 0.0], [-0.5, -0.9, -0.8], [0.4, 0.4, -0.9], [-0.5, -0.3, -0.1], [0.0, -0.1, -0.6], [-0.5, -0.3, 0.2], [-1.4, -0.4, 0.0], [0.9, -0.3, 0.7], [-0.4, 0.2, -0.2], [0.7, 0.9, -1.3], [0.1, -0.9, 0.1], [0.7, 0.5, 0.2], [0.1, 0.5, -0.1], [-1.1, -1.4, 0.0], [-0.1, 0.0, -0.2], [-0.1, 0.1, 0.3], [0.3, 0.3, 0.4], [0.2, 0.6, 0.1]],
  "nbo_charge": [1.2955, -0.5736, -0.5548, -0.5675, -0.5303, -0.9665, 0.4774, 0.4936, -0.9532, 0.4619, 0.4799, -0.9706, 0.4911, 0.4744, -0.9992, 0.4893, 0.4881, -0.9583, 0.4765, 0.4669, -0.9572, 0.4889, 0.4670, -0.1085, -0.1020, -0.7418, -0.7153, 0.1918, 0.1801, 0.1692, 0.1748, 0.4952, 0.4689, -0.0882, -0.0801, -0.7169, -0.7138, 0.1511, 0.1624, 0.1487, 0.1721, 0.4951, 0.4569, -0.6313, 0.0832, -0.6317, -0.7525, 0.1980, 0.2080, 0.2121, 0.1681, 0.1882, 0.2324, 0.2159, 0.4906],
  "total_energy_ev": -41854.4835,
  "de_lowest_kcal_mol": 37.5,
  "total_charge": -1,
  "lumo_ev": 2.6
}

---

[4]
{
  "formula": "C7H32BN13O9Pd",
  "method": "the ωB97M-V functional and the def2-TZVPD basis",
  "elements": ["N", "H", "H", "H", "H", "Pd", "B", "H", "H", "H", "H", "C", "O", "O", "O", "C", "O", "N", "N", "H", "H", "H", "H", "C", "O", "N", "N", "H", "H", "H", "H", "C", "O", "N", "N", "H", "H", "H", "H", "C", "O", "N", "N", "H", "H", "H", "H", "C", "O", "N", "N", "H", "H", "H", "H", "C", "O", "N", "N", "H", "H", "H", "H"],
  "positions_angstrom": [[0.8319, -3.7498, -0.7388], [0.2276, -4.1948, -0.0120], [0.4430, -3.8958, -1.6673], [1.7927, -4.0677, -0.6579], [0.7431, -2.7390, -0.5457], [0.4696, 2.8845, -0.1035], [0.0091, 4.5776, -1.6240], [-1.0459, 4.0328, -1.4880], [0.7853, 3.7024, -1.8486], [0.0344, 5.3136, -2.5430], [0.3121, 5.0779, -0.5574], [0.4871, 0.2277, -0.2358], [0.0570, 0.9766, -1.2070], [0.8046, 0.9228, 0.8035], [0.7039, -1.0034, -0.3539], [4.2529, 0.1206, 2.0141], [5.3574, 0.0788, 2.5285], [3.2399, 0.9037, 2.5043], [3.8982, -0.6503, 0.9409], [3.5009, 1.5837, 3.1911], [2.3202, 0.8524, 2.0991], [4.6390, -1.0618, 0.4092], [2.9590, -0.5668, 0.5929], [0.2304, -0.8837, 4.0462], [0.0816, -1.2252, 5.2057], [-0.0441, 0.3666, 3.5574], [0.5607, -1.7869, 3.0528], [-0.0310, 0.4169, 2.5506], [-0.4567, 1.0894, 4.1089], [0.6440, -2.7506, 3.3086], [0.7741, -1.4324, 2.1345], [3.0340, -0.2028, -3.5474], [3.9028, -0.2893, -4.4005], [1.8199, 0.3875, -3.7495], [3.1785, -0.7030, -2.2818], [1.5418, 0.6373, -4.6788], [1.2507, 0.6328, -2.9548], [4.0122, -1.1845, -2.0110], [2.4169, -0.6007, -1.6309], [-2.4507, 2.1322, 1.2820], [-1.5256, 2.8455, 0.8814], [-3.3047, 1.5197, 0.4194], [-2.7396, 1.9967, 2.6032], [-4.0789, 0.9949, 0.7802], [-3.1253, 1.6030, -0.5731], [-3.5866, 1.5452, 2.8949], [-2.2930, 2.6752, 3.1944], [-1.9313, -3.5400, 1.2945], [-0.7912, -4.0077, 1.3216], [-2.1675, -2.2647, 0.8834], [-3.0397, -4.2412, 1.6698], [-1.4027, -1.6684, 0.6110], [-3.1093, -1.9305, 0.7988], [-3.9354, -3.9140, 1.3613], [-2.9155, -5.1091, 2.1557], [-2.5384, 1.1473, -3.6506], [-3.3317, 1.0930, -4.5713], [-1.5278, 0.2641, -3.4371], [-2.5847, 2.1270, -2.6836], [-0.9837, 0.2979, -2.5823], [-1.2969, -0.4673, -4.0822], [-1.8590, 2.2084, -1.9870], [-3.2200, 2.8955, -2.7950]],
  "forces_ev_per_a": [[-0.5, -0.1, 0.0], [0.0, 0.1, 0.1], [0.3, -0.2, -0.1], [0.0, 0.1, -0.2], [0.4, 0.6, 0.0], [-0.9, -0.5, -1.0], [-0.9, 0.1, 0.6], [-0.6, 0.1, -0.2], [1.5, -1.0, -0.4], [0.1, 0.3, -0.2], [0.3, 0.3, 0.6], [0.6, 1.2, -0.6], [-0.2, -0.2, 0.0], [0.2, -0.3, 0.9], [-0.4, -0.3, 0.4], [0.1, 0.2, 0.9], [0.1, 0.1, -0.4], [0.4, -0.4, -0.4], [-0.4, -0.1, 0.2], [-0.2, -0.1, 0.2], [0.0, 0.4, 0.1], [0.0, -0.1, 0.0], [0.1, -0.1, -0.4], [-0.9, -0.5, 0.2], [0.2, 0.2, 0.0], [0.5, -0.6, -0.6], [-0.1, 1.0, 0.2], [-0.1, 0.8, 0.1], [0.0, -0.2, 0.3], [0.2, 0.0, -0.1], [0.1, -0.5, -0.1], [0.5, 0.1, -0.6], [-0.3, -0.2, 0.1], [-0.1, -0.2, 0.3], [-0.4, 0.0, 0.4], [0.1, 0.2, 0.0], [-0.2, 0.1, -0.2], [0.2, 0.2, -0.2], [0.2, -0.3, 0.1], [-0.7, 0.2, -0.4], [0.1, -0.1, 0.5], [0.6, -0.1, 0.4], [0.4, 0.1, -0.4], [-0.1, 0.0, -0.3], [-0.2, -0.1, -0.1], [0.0, 0.1, 0.2], [-0.1, -0.1, 0.2], [-0.3, 0.5, -0.1], [0.0, -0.4, 0.2], [-0.2, -0.4, -0.1], [0.6, 0.4, -0.2], [0.1, -0.1, -0.1], [0.1, 0.2, 0.0], [-0.2, -0.3, 0.3], [-0.1, -0.1, -0.2], [-0.1, 0.1, -0.1], [0.1, 0.0, -0.1], [0.5, -0.6, 0.4], [-0.3, -0.2, 0.7], [0.0, 0.2, -0.2], [-0.4, 0.1, -0.3], [0.2, 0.3, -0.4], [0.1, 0.0, -0.2]],
  "nbo_charge": [-0.9038, 0.4733, 0.4279, 0.4332, 0.4866, 1.3066, -0.7480, -0.0222, -0.0256, 0.0665, -0.0106, 0.9716, -0.8034, -0.8327, -0.8634, 0.7737, -0.6619, -0.8648, -0.8670, 0.4063, 0.4108, 0.4004, 0.3885, 0.7781, -0.6631, -0.8663, -0.8726, 0.4035, 0.3993, 0.4125, 0.3916, 0.7700, -0.6581, -0.8651, -0.8694, 0.4109, 0.4075, 0.3989, 0.3921, 0.8060, -0.7300, -0.8348, -0.8199, 0.3882, 0.4356, 0.3964, 0.4149, 0.8027, -0.7368, -0.8276, -0.8303, 0.4281, 0.3888, 0.3959, 0.4211, 0.7745, -0.6566, -0.8744, -0.8844, 0.4152, 0.3986, 0.4047, 0.4122],
  "total_energy_ev": -49737.5003,
  "total_charge": 0,
  "multiplicity": 3,
  "s_squared": 2.0053,
  "lumo_ev": [-0.8, -2.2]
}

---

Repeat the first record exactly.
{
  "formula": "C7H2F5I2PtS",
  "method": "the ωB97M-V functional and the def2-TZVPD basis",
  "elements": ["Pt", "I", "C", "I", "H", "H", "F", "C", "C", "F", "C", "F", "C", "S", "C", "F", "C", "F"],
  "positions_angstrom": [[-1.7020, 0.5142, -1.5935], [-3.1823, 1.4609, -3.7223], [-4.8169, 0.3367, -2.8676], [-4.0676, -0.6246, -1.0755], [-5.1329, -0.4274, -3.5716], [-5.6162, 1.0189, -2.5935], [3.3503, -1.2347, 3.4699], [2.7352, -0.7501, 2.4525], [1.3920, -1.0466, 2.2293], [0.7558, -1.8067, 3.0381], [0.7250, -0.5015, 1.0970], [-0.5230, -0.8057, 0.9318], [1.3510, 0.3447, 0.1561], [0.6235, 1.0489, -1.2415], [2.7142, 0.6291, 0.4069], [3.3625, 1.3828, -0.3865], [3.4053, 0.0871, 1.5467], [4.6261, 0.3739, 1.7238]],
  "forces_ev_per_a": [[-0.2, -0.2, 0.2], [0.0, -0.5, 0.7], [-0.1, 0.0, 0.0], [0.1, 0.5, -0.7], [0.1, 0.0, 0.0], [0.0, 0.1, 0.0], [0.2, -0.1, 0.2], [-0.3, 0.0, -0.2], [0.7, 0.1, 0.2], [-0.3, -0.1, 0.1], [0.0, 0.3, -0.5], [-0.2, -0.1, 0.1], [-0.4, 0.0, -0.3], [0.3, 0.0, 0.1], [-0.5, 0.0, -0.2], [0.4, 0.2, -0.1], [-0.3, -0.3, 0.3], [0.4, 0.2, 0.0]],
  "nbo_charge": [0.6740, 0.6470, -0.6674, 0.5537, 0.2821, 0.2821, -0.1784, 0.3266, 0.4419, -0.1791, 0.4943, -0.2301, -0.4013, 0.2752, 0.5287, -0.1627, 0.4550, -0.1417],
  "total_energy_ev": -51124.3984,
  "total_charge": 3,
  "multiplicity": 5,
  "s_squared": 6.0317,
  "lumo_ev": [-11.7, -14.6]
}